*i*
This record from the OMol25 dataset describes C2H2N2O2 in the gas phase. The level of theory is ωB97M-V/def2-TZVPD.

Output
Lowest unoccupied orbital energy (spin up / spin down): -0.78 / -0.78 eV
Orbital gap (spin up / spin down): 9.11 / 9.11 eV
SMILES: N#CC(=O)NO
Multiplicity: 1

Cartesian coordinates (Å):
1 N -0.486 2.235 0.674
2 C -0.457 1.228 0.054
3 C -1.012 0.034 -0.527
4 O -1.757 -0.268 -1.405
5 N 0.359 -0.590 -0.175
6 O 0.786 -0.889 1.128
7 H 0.838 -1.108 -0.910
8 H 1.728 -0.643 1.161



*ii*
This record from the OMol25 dataset describes C2H2N2O2 in the gas phase. The level of theory is ωB97M-V/def2-TZVPD.

Output
Lowest unoccupied orbital energy: 0.59 eV
Orbital gap: 10.33 eV
SMILES: C1=NOC=NO1
Multiplicity: 1

Cartesian coordinates (Å):
1 C 0.349 -0.493 1.141
2 N -0.200 0.604 1.160
3 O -0.346 1.240 -0.037
4 C -0.356 0.524 -0.995
5 N -0.146 -0.696 -1.245
6 O 0.640 -1.191 -0.001
7 H 0.610 -1.062 1.998
8 H -0.498 1.126 -1.985



*i* takes first place; second place is 62.0 kJ/mol up.



*i*
This record from the OMol25 dataset describes 2 unconnected molecules or ions with the total composition C5H7N2. The level of theory is ωB97M-V/def2-TZVPD.

Output
Lowest unoccupied orbital energy (spin up / spin down): -5.30 / -4.77 eV
Net charge: +1
Orbital gap (spin up / spin down): 8.23 / 7.00 eV
Multiplicity: 1

Cartesian coordinates (Å):
1 C 2.851 0.447 -1.817
2 C 0.378 3.003 -1.049
3 C -1.051 0.143 0.763
4 C 0.761 0.935 -0.694
5 C -2.192 -0.288 1.460
6 N -0.153 0.455 0.084
7 N 1.710 0.379 -1.290
8 H 3.594 1.174 -1.514
9 H 1.041 3.327 -1.832
10 H -0.682 3.159 -1.163
11 H 3.107 -0.282 -2.570
12 H -2.603 0.538 2.048
13 H -1.948 -1.111 2.135
14 H -2.963 -0.617 0.755



*ii*
This record from the OMol25 dataset describes a gas-phase ion, C5H7N2 (charge +1). The level of theory is ωB97M-V/def2-TZVPD.

Output
Lowest unoccupied orbital energy: -4.44 eV
Net charge: +1
Orbital gap: 8.78 eV
SMILES: [NH2+]=c1cc[nH]cc1
Multiplicity: 1

Cartesian coordinates (Å):
1 N -0.944 1.181 1.739
2 C -0.428 0.336 0.868
3 C 0.926 0.587 0.419
4 C 1.418 -0.017 -0.690
5 N 0.803 -0.951 -1.419
6 C -0.432 -1.213 -1.246
7 C -1.270 -0.389 0.084
8 H -0.270 1.874 2.197
9 H -1.900 1.158 1.947
10 H 1.606 1.341 0.668
11 H 2.450 0.275 -0.854
12 H 1.322 -1.478 -2.144
13 H -0.941 -2.042 -1.703
14 H -2.340 -0.663 0.134



*ii* takes first place; second place is 538.2 kJ/mol up.



*i*
This record from the OMol25 dataset describes a molecular structure, C5H11NO. The level of theory is ωB97M-V/def2-TZVPD.

Output
Lowest unoccupied orbital energy: 0.93 eV
Orbital gap: 8.41 eV
Multiplicity: 1

Cartesian coordinates (Å):
1 C 1.509 -1.062 1.370
2 C 0.633 0.050 0.841
3 C -0.043 -0.025 -0.406
4 C -0.528 -1.364 -0.925
5 N -1.077 0.928 -0.295
6 C -1.115 1.990 -1.003
7 O -0.242 2.248 -1.964
8 H 1.270 -2.026 0.911
9 H 2.566 -0.846 1.178
10 H 1.386 -1.163 2.452
11 H -0.576 0.300 1.642
12 H 1.010 1.042 1.102
13 H 0.392 1.490 -1.900
14 H 0.283 -1.953 -1.367
15 H -0.991 -1.974 -0.130
16 H -1.288 -1.220 -1.701
17 H -1.328 0.823 1.044
18 H -1.862 2.763 -0.847



*ii*
This record from the OMol25 dataset describes C5H11NO in the gas phase. The level of theory is ωB97M-V/def2-TZVPD.

Output
Lowest unoccupied orbital energy: 0.93 eV
Orbital gap: 10.17 eV
SMILES: CC(C)[C@H](N)C=O
Multiplicity: 1

Cartesian coordinates (Å):
1 C -0.490 1.676 -1.473
2 C -0.661 0.671 -0.344
3 C -1.327 -0.616 -0.910
4 C 0.702 0.292 0.289
5 N 1.564 -0.575 -0.466
6 C 0.607 -0.376 1.655
7 O -0.218 -1.194 1.963
8 H -0.226 1.363 -2.476
9 H -1.385 2.306 -1.465
10 H 0.258 2.428 -1.176
11 H -1.394 1.056 0.360
12 H -1.311 -1.498 -0.288
13 H -0.874 -0.775 -1.891
14 H -2.356 -0.335 -1.170
15 H 1.291 1.207 0.442
16 H 1.247 -1.512 -0.656
17 H 1.968 -0.234 -1.326
18 H 1.423 -0.138 2.365



*ii* takes first place; second place is 316.3 kJ/mol up.



*i*
This record from the OMol25 dataset describes 2 unconnected molecules or ions with the total composition C5H11NO. The level of theory is ωB97M-V/def2-TZVPD.

Output
Lowest unoccupied orbital energy: 0.63 eV
Orbital gap: 12.02 eV
SMILES: C[C@@H](O)C#N.CC
Multiplicity: 1

Cartesian coordinates (Å):
1 C 1.630 0.800 -0.702
2 C 1.429 0.221 0.679
3 O 2.547 0.095 1.451
4 C 0.476 1.353 1.497
5 N 0.596 2.303 2.146
6 H 2.110 1.777 -0.647
7 H 0.674 0.906 -1.208
8 H 2.238 0.093 -1.275
9 H 0.894 -0.733 0.677
10 H 2.883 0.998 1.636
11 C -1.546 -1.630 -0.580
12 C -2.317 -0.319 -0.482
13 H -0.564 -1.477 -1.039
14 H -2.085 -2.348 -1.202
15 H -1.409 -2.080 0.405
16 H -1.842 0.373 0.213
17 H -2.389 0.166 -1.456
18 H -3.325 -0.496 -0.114



*ii*
This record from the OMol25 dataset describes 2 unconnected molecules or ions with the total composition C5H11NO. The level of theory is ωB97M-V/def2-TZVPD.

Output
Lowest unoccupied orbital energy: 0.84 eV
Orbital gap: 8.15 eV
SMILES: C=C/C=C/NC.O
Multiplicity: 1

Cartesian coordinates (Å):
1 C -0.578 -1.428 3.104
2 C -0.400 -1.315 1.671
3 C 0.278 -0.112 1.035
4 C -0.274 0.072 -0.232
5 N -0.032 1.166 -1.045
6 C 0.480 2.431 -0.546
7 H -1.368 -1.991 3.613
8 H 0.099 -0.692 3.647
9 H -1.182 -1.779 1.021
10 H 1.241 0.238 1.528
11 H -0.612 -0.836 -0.669
12 H -0.690 1.315 -1.834
13 H 1.574 2.380 -0.592
14 H 0.145 2.709 0.540
15 H 0.077 3.335 -0.975
16 O 0.291 -1.024 -2.976
17 H 0.544 -1.116 -2.002
18 H 1.033 -1.421 -3.349



*iii*
This record from the OMol25 dataset describes 2 unconnected molecules or ions with the total composition C5H11NO. The level of theory is ωB97M-V/def2-TZVPD.

Output
Lowest unoccupied orbital energy (spin up / spin down): 0.92 / 0.92 eV
Orbital gap (spin up / spin down): 8.01 / 8.01 eV
Multiplicity: 1

Cartesian coordinates (Å):
1 C 2.719 0.491 0.076
2 O 1.574 0.683 -0.720
3 C 0.690 -0.385 -0.618
4 C -0.071 -0.691 0.698
5 N -1.222 -0.529 -0.042
6 C -2.606 -0.757 0.315
7 C -0.676 -0.144 -1.197
8 H 3.345 1.379 -0.038
9 H 3.289 -0.395 -0.246
10 H 2.440 0.369 1.132
11 H 1.132 -1.325 -0.995
12 H 0.027 -1.612 1.283
13 H -0.111 2.103 0.454
14 H -2.786 -0.326 1.302
15 H -2.810 -1.831 0.343
16 H -3.252 -0.282 -0.427
17 H -0.600 2.658 0.561
18 H -1.085 0.594 -1.881



*iv*
This record from the OMol25 dataset describes C5H11NO in the gas phase. The level of theory is ωB97M-V/def2-TZVPD.

Output
Lowest unoccupied orbital energy: 0.98 eV
Orbital gap: 10.26 eV
SMILES: C=C(C)CNCO
Multiplicity: 1

Cartesian coordinates (Å):
1 C 1.927 1.141 0.204
2 C 0.904 0.565 0.852
3 C 1.035 0.092 2.272
4 C -0.514 0.350 0.187
5 N -0.366 -0.358 -1.060
6 C -1.707 -0.949 -1.438
7 O -1.705 -1.153 -2.825
8 H 2.889 1.305 0.683
9 H 1.836 1.468 -0.828
10 H 2.040 0.255 2.675
11 H 0.326 0.622 2.917
12 H 0.824 -0.981 2.335
13 H -1.137 -0.214 0.891
14 H -0.976 1.334 0.041
15 H -0.135 0.323 -1.781
16 H -2.560 -0.312 -1.189
17 H -1.829 -1.910 -0.930
18 H -0.852 -1.581 -3.006



*iv* takes first place; second place is 13.0 kJ/mol up.



*i*
This record from the OMol25 dataset describes 2 unconnected molecules or ions with the total composition C4H10S. The level of theory is ωB97M-V/def2-TZVPD.

Output
Lowest unoccupied orbital energy: 0.19 eV
Orbital gap: 8.56 eV
Multiplicity: 1

Cartesian coordinates (Å):
1 C 1.122 -0.881 -0.069
2 C -0.882 0.130 1.056
3 C -0.896 0.273 -1.331
4 C -0.015 0.107 -0.135
5 S 1.105 2.314 -0.020
6 H 1.606 -0.770 0.982
7 H 0.636 -1.874 -0.178
8 H 1.724 -0.842 -0.974
9 H -0.596 0.785 1.876
10 H -0.777 -0.941 1.344
11 H -1.946 0.431 0.909
12 H -1.750 0.933 -1.061
13 H -0.536 0.562 -2.253
14 H -1.244 -0.723 -1.374
15 H 0.523 2.790 -1.165



*ii*
This record from the OMol25 dataset describes 2 unconnected molecules or ions with the total composition C4H10S. The level of theory is ωB97M-V/def2-TZVPD.

Output
Lowest unoccupied orbital energy: 0.91 eV
Orbital gap: 9.89 eV
SMILES: C=C.CCS
Multiplicity: 1

Cartesian coordinates (Å):
1 C -0.234 -0.766 2.135
2 C -0.634 -1.833 1.459
3 H 0.816 -0.709 2.411
4 H -0.705 0.197 2.295
5 H 0.103 -2.503 1.041
6 H -1.662 -1.893 1.132
7 C 0.376 0.166 -2.029
8 C 0.399 0.820 -0.665
9 S 0.294 2.657 -0.768
10 H -0.647 0.290 -2.407
11 H 0.933 0.690 -2.806
12 H 0.564 -0.904 -1.991
13 H 1.291 0.643 -0.063
14 H -0.398 0.422 -0.053
15 H -0.495 2.724 0.310



*ii* takes first place; second place is 51.5 kJ/mol up.



*i*
This record from the OMol25 dataset describes C5H8N2 in the gas phase. The level of theory is ωB97M-V/def2-TZVPD.

Output
Lowest unoccupied orbital energy: 0.85 eV
Orbital gap: 10.80 eV
SMILES: CC1(C)N[C@H]1C#N
Multiplicity: 1

Cartesian coordinates (Å):
1 C -0.711 1.343 -0.086
2 C -0.282 -0.097 -0.029
3 C -1.264 -1.081 0.552
4 N 0.423 -0.709 -1.133
5 C 1.146 -0.492 0.147
6 C 2.277 0.371 0.023
7 N 3.291 0.907 -0.166
8 H -1.018 1.680 0.908
9 H -1.564 1.425 -0.766
10 H 0.094 1.996 -0.442
11 H -2.182 -1.041 -0.039
12 H -0.854 -2.095 0.481
13 H -1.474 -0.846 1.596
14 H 0.725 0.046 -1.767
15 H 1.358 -1.327 0.832



*ii*
This record from the OMol25 dataset describes C5H8N2 in the gas phase. The level of theory is ωB97M-V/def2-TZVPD.

Output
Lowest unoccupied orbital energy: 0.82 eV
Orbital gap: 9.91 eV
SMILES: C[C@H]1[C@@H](C#N)N1C
Multiplicity: 1

Cartesian coordinates (Å):
1 C 0.195 0.371 1.788
2 C 0.489 0.232 0.309
3 C 0.052 -0.979 -0.504
4 C 0.645 -1.944 0.396
5 N 1.667 -2.169 0.914
6 N -0.794 0.183 -0.394
7 C -1.096 0.849 -1.656
8 H -0.721 -0.157 2.076
9 H 1.027 0.052 2.420
10 H 0.010 1.439 1.950
11 H 1.604 0.133 0.125
12 H 0.525 -1.075 -1.487
13 H -0.242 0.906 -2.350
14 H -1.457 1.861 -1.443
15 H -1.904 0.298 -2.144



*i* takes first place; second place is 317.0 kJ/mol up.